C3H6O3P2 in the gas phase. Source: the OMol25 dataset; level of theory: ωB97M-V/def2-TZVPD.

XYZ file:
```
14
Properties=species:S:1:pos:R:3:forces:R:3
C -0.7318 -1.4846 0.6327 1.4 -0.8 1.7
C -0.1286 -0.1527 -1.5950 -0.2 1.4 -1.0
C 1.7356 1.5512 1.0729 -3.0 -1.3 3.2
O -1.7892 -0.6603 1.0583 0.2 0.7 -0.9
O -1.4782 0.3091 -1.3616 0.1 -0.4 0.4
O 0.6573 0.6561 0.8209 2.2 1.6 0.5
P 0.7332 -0.7187 -0.0953 1.1 0.4 -0.4
P -1.8350 0.7620 0.1683 -1.7 0.6 0.5
H -0.2530 -1.9728 1.5783 -1.5 -0.1 -1.8
H -0.9984 -2.0537 -0.2706 -0.4 -1.1 0.9
H -0.2208 -0.9532 -2.3271 0.3 -0.2 0.0
H 0.3872 0.7124 -2.0753 0.1 -0.7 0.2
H 2.3430 1.9200 0.3308 1.1 0.5 -1.8
H 1.5786 2.0853 2.0626 0.3 -0.8 -1.6
```
Positions in Å, forces in eV/Å.

Its spin multiplicity is 1. As for the HOMO energy (alpha / beta): -6.7383 / -8.3215 eV. The calculation puts the maximum force at 4.58 eV/Å. The charge is 0. Its HOMO-LUMO gap (alpha / beta) is 6.8556 / 8.7297 eV. As for the energy above the lowest of the compared OMol25 structures with the same formula, charge and spin: 67.0 kcal per mole. The value obtained for the molar mass is 152.0 g mol⁻¹.

Need the Mulliken charges? In units of e they are: C -0.3720; C -0.4708; C -0.5417; O -0.2737; O -0.2905; O -0.1352; P -0.0130; P 0.1517; H 0.3618; H 0.3214; H 0.3798; H 0.2921; H 0.3542; H 0.2359